Record 1
DFT (ωB97M-V/def2-TZVPD) results for one molecule with the formula CH2F3NP2.

CARTESIAN COORDINATES (ANGSTROEM)
P 0.038 0.544 -0.227
P -2.409 -1.458 -0.745
F -0.500 0.648 1.213
F -2.221 -1.451 0.844
F 0.245 2.146 -0.495
N -1.016 0.155 -1.310
C 1.620 -0.103 0.096
H 1.917 -0.002 1.182
H 2.327 -0.478 -0.559

Results
SMILES: C=P(F)(F)/N=P\F
Energy above the lowest of the compared OMol25 structures with the same formula, charge and spin, kJ/mol: 307.07
Orbital gap (spin up / spin down), Ha: 0.314 / 0.235
Net charge: 0

---

Record 2
DFT (ωB97M-V/def2-TZVPD) results for C16H22ClI2NO3S2ScTb as an isolated structure.

CARTESIAN COORDINATES (ANGSTROEM)
Tb 0.302 -0.110 0.691
I -0.166 -3.501 -3.257
I -0.167 -4.226 -0.608
Sc 0.557 0.629 -2.282
Cl -2.780 3.082 4.470
S -1.216 -0.541 -1.080
S 1.972 -1.052 -1.221
O 3.046 0.230 2.892
O -1.333 2.732 -3.686
O 2.861 2.053 -3.898
N -1.044 0.202 2.453
C 4.180 -1.117 -2.497
C -2.648 1.741 -0.374
C -3.430 -0.555 0.288
C -0.664 1.979 -3.139
C -2.340 -0.843 4.114
C -2.776 0.399 4.551
C -1.448 -0.924 3.059
C -2.308 1.563 3.944
C 3.736 -0.763 -1.100
C -2.776 0.286 -0.774
C -3.437 0.110 -2.117
C -1.410 1.447 2.879
C 4.113 0.656 -0.707
C 4.193 -1.785 -0.081
C 2.046 1.539 -3.274
C 2.155 0.101 2.038
H 3.832 -1.566 0.937
H 5.222 0.700 -0.700
H 5.290 -1.771 -0.065
H -4.458 -0.201 0.423
H 5.275 -1.094 -2.516
H -2.930 -0.485 1.255
H 3.857 -2.797 -0.357
H -3.462 -0.949 -2.412
H -4.467 0.476 -2.029
H -3.678 2.136 -0.254
H -2.131 2.354 -1.131
H -3.451 -1.619 0.010
H 3.842 -2.127 -2.776
H 3.745 1.408 -1.427
H -2.937 0.677 -2.915
H 3.756 0.929 0.305
H 3.807 -0.410 -3.253
H -2.678 -1.768 4.593
H -2.128 1.882 0.593
H -0.983 2.328 2.377
H -3.467 0.474 5.381
H -1.073 -1.905 2.676

Results
Spin multiplicity: 7
Orbital gap (spin up / spin down), Ha: 0.190 / 0.141
Net charge: +4

---

Record 3
DFT (ωB97M-V/def2-TZVPD) results for a 14-piece molecular cluster, C6H40NO13 overall.

CARTESIAN COORDINATES (ANGSTROEM)
O 0.916 2.604 -1.314
O 1.738 2.736 2.376
O -2.460 2.310 -0.856
O 1.346 -1.091 -4.698
O -2.391 -2.798 -1.772
O -1.745 2.513 3.171
O 3.478 0.637 2.559
O 0.478 1.632 4.570
O -0.073 -4.061 -1.549
O -0.605 3.357 0.906
O 1.496 -3.605 -3.740
O 1.741 -0.710 4.122
O -2.624 -0.078 -2.048
N 0.219 0.030 -2.449
C 2.485 -0.235 -1.614
C -0.569 -1.090 0.547
C 0.560 -0.263 0.012
C -2.754 -1.389 1.704
C -1.662 -0.573 1.092
C 1.054 -0.663 -1.381
H 4.265 0.972 2.995
H -1.796 0.506 1.148
H -0.419 -2.165 0.551
H 0.907 -3.828 -2.980
H 1.041 -1.185 -5.609
H -1.796 2.671 -0.224
H 0.310 0.805 0.030
H 1.025 2.833 1.710
H 0.940 -1.733 -1.557
H 2.334 -4.021 -3.497
H 0.574 -0.277 -3.382
H -0.267 -5.005 -1.502
H -2.404 -1.814 -1.719
H 1.179 3.369 -1.829
H 2.476 -0.309 3.592
H -1.051 3.062 1.754
H -2.573 -2.462 1.604
H 1.298 2.463 3.210
H 2.612 0.835 -1.415
H 1.448 -2.028 -4.395
H -3.328 0.089 -2.679
H 0.351 1.038 -2.291
H 1.417 -0.322 0.693
H -1.008 2.191 3.739
H 3.172 -0.740 -0.940
H -0.805 -0.152 -2.402
H -3.209 2.904 -0.777
H 0.498 2.958 -0.505
H -0.650 4.322 0.972
H -3.194 -3.121 -1.352
H 1.339 -1.381 3.557
H 2.836 -0.433 -2.629
H -2.605 0.713 -1.456
H -2.512 1.946 3.240
H -0.946 -3.611 -1.665
H -3.725 -1.155 1.264
H 0.877 0.726 4.485
H 2.932 1.432 2.345
H 0.639 1.855 5.494
H -2.809 -1.210 2.784

Results
Energy above the lowest of the compared OMol25 structures with the same formula, charge and spin, kJ/mol: 0.00
Orbital gap, Ha: 0.360
Net charge: +1

---

Record 4
DFT (ωB97M-V/def2-TZVPD) results for C5H4O2 as an isolated structure.

CARTESIAN COORDINATES (ANGSTROEM)
O -1.496 1.004 -0.045
O 1.935 0.172 0.014
C -0.112 -0.596 -0.060
C -0.132 0.794 -0.005
C -1.629 -0.484 0.043
C 1.201 -0.959 -0.012
C 1.125 1.313 0.018
H -2.079 -0.796 0.989
H -2.219 -0.851 -0.820
H 1.800 -1.893 -0.093
H 1.607 2.297 -0.030

Results
Energy above the lowest of the compared OMol25 structures with the same formula, charge and spin, kJ/mol: 286.33
Orbital gap, Ha: 0.352
Net charge: 0

---

Record 5
DFT (ωB97M-V/def2-TZVPD) results for C17H16ClNO4S as an isolated structure.

CARTESIAN COORDINATES (ANGSTROEM)
Cl -0.809 2.865 -3.044
S 2.526 -0.861 0.935
O -0.144 -2.804 -1.160
O 1.935 -0.783 2.144
O -3.306 2.007 2.415
O 4.062 -0.819 0.705
N -0.289 -1.420 0.610
C 1.571 -0.043 -1.586
C 0.333 -2.248 0.033
C 1.084 1.485 0.101
C 0.881 0.909 -2.456
C -1.360 -0.665 0.566
C 0.281 1.928 -1.877
C 2.420 -3.575 1.062
C -1.819 0.243 1.320
C -2.045 -0.736 -0.538
C 2.749 -3.270 -0.474
C -3.382 -0.131 -0.770
C -3.688 0.825 0.189
C 1.929 -2.372 0.382
C -4.246 2.914 2.304
C -2.950 1.099 1.330
C 0.135 2.113 -0.461
C 1.625 0.350 -0.282
H 2.358 -4.033 -0.959
H -1.089 0.529 2.623
H 1.692 -4.380 1.413
H 2.930 -3.473 1.849
H -4.557 1.595 0.009
H -4.225 3.426 3.196
H 0.755 0.623 -3.478
H -3.961 -0.249 -1.430
H 1.002 1.535 1.490
H -0.256 3.036 -0.210
H -4.291 3.565 1.356
H 0.130 -1.264 1.550
H 2.172 -0.890 -2.140
H -5.095 2.200 2.381
H -1.984 -1.764 -1.263
H 3.692 -3.154 -0.656

Results
Energy above the lowest of the compared OMol25 structures with the same formula, charge and spin, kJ/mol: 49.79
Orbital gap, Ha: 0.337
Net charge: 0

---

Record 6
DFT (ωB97M-V/def2-TZVPD) results for C49H46BrN4O7Re as an isolated structure.

CARTESIAN COORDINATES (ANGSTROEM)
Re -1.162 0.170 0.767
Br 0.439 3.509 0.261
O -3.910 2.476 4.326
O -0.678 -3.421 2.805
O -5.108 0.586 -0.327
O -2.262 -1.242 6.985
O -2.201 2.849 2.901
O -3.167 -0.225 0.456
O -0.697 -1.798 1.269
N -0.718 -0.084 -1.330
N 1.063 0.194 0.796
N -1.749 -0.055 3.029
N -1.979 2.114 0.187
C -2.139 0.650 -3.312
C 2.831 0.342 -1.041
C -2.908 2.165 3.661
C -2.160 4.507 0.282
C 3.787 0.060 -3.313
C -0.279 -3.065 -1.575
C -1.690 -0.333 -2.379
C -3.416 -1.827 -3.225
C 2.510 -1.687 1.578
C 0.590 -0.040 -1.553
C 3.097 -0.325 3.927
C -1.536 -1.730 4.751
C -1.434 3.329 0.250
C -1.773 -2.956 -1.858
C -0.873 -2.269 2.456
C 2.324 0.317 2.962
C 3.690 -2.809 -0.376
C -2.593 -3.394 -0.636
C -3.954 -0.831 -4.008
C 3.301 -2.254 2.575
C 1.791 -3.976 0.683
C 3.580 -1.606 3.758
C 3.488 -0.311 -4.652
C -2.562 0.339 5.259
C -3.321 2.083 0.044
C 1.961 -0.376 1.777
C -2.278 -1.630 -2.452
C -1.609 2.043 -3.735
C 2.203 -0.649 -4.995
C -2.370 0.739 3.948
C -2.110 -0.891 5.687
C -2.600 3.156 -3.355
C 1.127 -0.613 -4.069
C -4.116 3.203 0.014
C 5.159 0.752 -1.447
C 2.345 -2.587 0.342
C 5.051 0.433 -2.777
C 1.482 0.186 -0.483
C -3.534 4.445 0.176
C 1.385 -0.235 -2.779
C -3.958 0.715 0.030
C -3.266 0.356 -4.088
C 4.059 0.698 -0.550
C 2.104 1.797 3.243
C -1.399 -1.286 3.461
C -0.198 2.504 -3.388
C 2.909 2.629 2.234
C 2.722 0.058 -2.424
C 0.649 2.220 3.368
H 3.344 0.217 4.833
H 6.128 1.038 -1.052
H -1.197 -2.734 4.980
H 0.230 1.858 4.309
H 3.706 -3.246 2.415
H 0.038 1.819 2.574
H -5.182 3.065 -0.098
H 4.211 0.909 0.501
H 1.659 -2.126 -0.357
H -3.074 1.016 5.928
H 2.600 2.412 1.209
H 4.181 -2.082 4.525
H 1.589 -4.518 -0.244
H -3.865 -2.815 -3.230
H -1.630 1.986 -4.826
H 4.169 -1.881 -0.675
H -3.629 2.799 -3.322
H 3.531 -3.416 -1.272
H 4.383 -3.348 0.277
H -4.132 5.347 0.215
H 0.873 -3.922 1.261
H -2.510 -2.670 0.165
H -1.934 -2.138 7.105
H 0.126 -0.865 -4.399
H -2.541 3.975 -4.079
H 2.554 1.984 4.219
H 0.545 3.306 3.353
H 0.555 1.946 -3.940
H 1.990 -0.940 -6.017
H -1.982 -3.679 -2.650
H 0.018 2.423 -2.331
H -2.226 -4.357 -0.266
H -0.020 -4.120 -1.451
H 0.319 -2.662 -2.396
H -0.100 3.558 -3.667
H 5.922 0.468 -3.422
H -0.026 -2.560 -0.652
H -3.651 -3.491 -0.887
H -2.352 3.564 -2.385
H -1.634 5.442 0.400
H 2.770 3.700 2.414
H 3.974 2.397 2.327
H 2.518 -4.559 1.256
H 4.278 -0.332 -5.395
H -4.855 -0.993 -4.585
H -3.610 1.109 -4.789

Results
Spin multiplicity: 4
Energy above the lowest of the compared OMol25 structures with the same formula, charge and spin, kJ/mol: 0.00
Orbital gap (spin up / spin down), Ha: 0.214 / 0.225
Net charge: -1

---

DFT total energy values (in hartree) by entry order: -1076.31758, -4338.63705, -1285.37267, -343.28330, -1870.94225, -5293.02665.